Entry 1:
A cluster of 2 separate species, C4H11NS in total at a distorted geometry, computed with ωB97M-V/def2-TZVPD.

Structure (ORCA input):
```
! RIJCOSX wB97M-V def2-TZVPD def2/J DEFGRID3
* xyz 0 1
C -1.37 -0.91 1.66
N -0.79 -0.48 0.63
C -0.67 1.00 0.51
C -1.51 1.55 -0.63
H -1.27 -1.95 1.96
H -2.01 -0.27 2.27
H 0.38 1.12 0.26
H -0.93 1.48 1.45
H -1.39 0.92 -1.51
H -2.58 1.57 -0.39
H -1.23 2.58 -0.85
C 2.67 -1.00 -1.12
S 1.42 -2.22 -0.56
H 2.92 -1.12 -2.18
H 2.28 0.02 -1.03
H 3.58 -1.06 -0.53
H 0.51 -1.25 0.06
*
```

Values from the calculation:
E_tot in eV: -16650.2420
SMILES string: C=NCC.CS
Energy relative to the best compared isomer or geometry (same formula, charge and spin) in kcal per mole: 35.8

Computed Mulliken charges, given in elementary charges: -0.315, -0.301, -0.299, -1.127, 0.263, 0.277, 0.194, 0.425, 0.320, 0.306, 0.325, -0.715, -0.275, 0.276, 0.199, 0.256, 0.190

***

Entry 2:
A structure of composition C20H33F3HfN7O11P2S3 at a distorted geometry, computed with ωB97M-V/def2-TZVPD.

Structure (ORCA input):
```
! RIJCOSX wB97M-V def2-TZVPD def2/J DEFGRID3
* xyz -1 1
Hf 1.95 1.91 2.41
C -2.85 0.77 -5.42
N -3.68 -0.14 -4.51
C -3.87 0.18 -3.11
C -4.72 -0.74 -2.59
N -4.84 -1.72 -3.53
C -4.15 -1.37 -4.68
S -3.85 -2.19 -6.08
C -5.32 -3.07 -3.59
C -5.81 -3.79 -2.50
C -6.52 -5.00 -2.77
C -6.75 -5.49 -4.11
C -6.07 -4.75 -5.09
N -5.38 -3.60 -4.86
H -2.43 0.08 -6.13
H -2.04 1.34 -4.91
H -3.52 1.44 -5.96
H -3.54 1.11 -2.69
H -4.97 -0.95 -1.59
H -5.84 -3.38 -1.50
H -7.02 -5.52 -1.92
H -7.11 -6.47 -4.36
H -6.41 -4.62 -6.13
N 2.35 3.62 -1.55
C 2.20 2.13 -1.48
C 2.07 1.36 -2.80
P 3.43 1.31 -0.30
O 4.04 0.19 -1.27
O 4.28 2.45 0.13
O 2.71 0.67 0.91
P 0.43 2.16 -0.57
O -0.29 3.39 -1.28
O -0.11 0.86 -0.42
O 1.04 2.85 0.66
H 2.49 4.00 -2.52
H 3.26 3.76 -0.95
H 1.61 4.09 -1.12
H 1.48 1.94 -3.52
H 1.37 0.53 -2.70
H 3.00 1.07 -3.28
H 4.35 -0.64 -0.84
H -1.05 3.64 -1.53
C 3.81 3.95 5.11
C 4.39 3.20 3.93
C 5.57 2.37 4.24
C 4.51 4.13 2.67
O 3.38 2.17 3.56
H 3.05 3.42 5.58
H 3.48 4.97 4.85
H 4.63 3.97 5.81
H 5.37 1.57 4.92
H 6.42 2.99 4.65
H 5.91 1.80 3.33
H 5.21 4.94 3.00
H 3.59 4.74 2.36
H 4.80 3.63 1.77
F -1.00 4.96 5.87
C 0.09 4.37 5.31
F 1.05 5.21 5.71
F 0.29 3.16 5.80
S -0.28 4.28 3.53
O -0.33 5.65 3.04
O -1.29 3.32 3.26
O 1.04 3.62 3.21
C -1.01 -3.73 -0.34
C -0.07 -4.91 -0.71
C 0.31 -5.69 0.48
N 0.30 -5.12 1.68
N 0.51 -5.91 2.83
C 1.07 -7.13 2.47
N 1.45 -8.21 3.07
S 0.59 -7.42 0.73
H -0.61 -3.20 0.55
H -2.00 -4.16 -0.09
H -1.21 -3.03 -1.13
H 0.89 -4.73 -1.21
H -0.70 -5.65 -1.35
H 0.06 0.38 4.17
H 2.11 -8.02 4.00
O 0.70 0.67 3.41
*
```

Values from the calculation:
E_tot in eV: -114776.1797

Computed Mulliken charges, given in elementary charges: 1.597, -0.762, 0.209, -0.560, -0.333, 0.223, 0.046, -0.467, 0.757, -0.709, -0.211, -0.706, -0.240, -0.297, 0.307, 0.230, 0.285, 0.485, 0.380, 0.293, 0.331, 0.381, 0.359, -0.117, 0.533, -1.643, 0.980, -0.541, -0.771, -0.803, 0.490, -0.470, -0.617, -0.783, 0.355, 0.411, 0.255, 0.488, 0.377, 0.387, 0.366, 0.274, -1.760, 2.198, -1.688, -1.683, -0.412, 0.316, 0.344, 0.473, 0.431, 0.363, 0.321, 0.432, 0.276, 0.412, -0.259, 0.673, -0.227, -0.185, 1.236, -0.680, -0.598, -0.234, -1.088, -0.102, 0.080, -0.021, -0.814, 0.395, -0.683, -0.326, 0.317, 0.242, 0.365, 0.246, 0.197, 0.253, 0.199, -0.773

***

Entry 3:
The molecule C20H14O2S2 at a distorted geometry, computed with ωB97M-V/def2-TZVPD.

Structure (ORCA input):
```
! RIJCOSX wB97M-V def2-TZVPD def2/J DEFGRID3
* xyz 0 1
O -0.61 -1.95 6.03
C -0.35 -2.11 4.70
C 0.95 -2.44 4.36
C 1.29 -2.64 3.01
C 0.36 -2.54 2.00
C 0.66 -2.75 0.63
C -0.33 -2.55 -0.36
S 0.07 -2.77 -2.08
S 1.97 -1.91 -2.31
C 1.49 -0.22 -2.45
C 1.83 0.47 -3.61
C 1.51 1.81 -3.80
C 0.70 2.47 -2.86
C 0.30 3.80 -3.05
C -0.59 4.39 -2.18
O -0.99 5.66 -2.45
C -1.09 3.71 -1.06
C -0.65 2.41 -0.78
C 0.25 1.77 -1.71
C 0.72 0.43 -1.49
C -1.61 -2.15 0.01
C -1.95 -1.98 1.35
C -0.96 -2.15 2.34
C -1.32 -1.98 3.69
H -1.50 -1.57 6.09
H 1.70 -2.47 5.12
H 2.32 -2.93 2.78
H 1.67 -3.02 0.33
H 2.34 -0.10 -4.37
H 1.79 2.38 -4.67
H 0.61 4.36 -3.91
H -0.56 5.99 -3.24
H -1.79 4.24 -0.43
H -1.07 1.90 0.09
H 0.46 -0.08 -0.55
H -2.36 -2.01 -0.76
H -2.91 -1.65 1.64
H -2.32 -1.81 3.93
*
```

Values from the calculation:
E_tot in eV: -46733.0193
SMILES string: Oc1ccc2cc(SSc3ccc4cc(O)ccc4c3)ccc2c1

Computed Mulliken charges, given in elementary charges: -0.551, 0.709, -0.653, -0.627, 0.371, -0.414, -0.143, -0.099, -0.202, 0.128, -0.418, -1.068, 0.479, -0.454, 0.781, -0.542, -0.618, -0.793, 0.148, -0.127, -0.374, -1.099, 0.815, -0.746, 0.287, 0.445, 0.356, 0.375, 0.405, 0.372, 0.294, 0.274, 0.432, 0.418, 0.509, 0.449, 0.435, 0.445

***

Entry 4:
A structure of composition C21H33BrCl2EuIN3O3SSi at a distorted geometry, computed with ωB97M-V/def2-TZVPD.

Structure (ORCA input):
```
! RIJCOSX wB97M-V def2-TZVPD def2/J DEFGRID3
* xyz 0 8
Eu -1.39 1.46 -0.27
C -1.93 -1.50 1.80
C -0.98 -1.73 0.64
C 0.04 -2.81 0.96
C -1.77 -2.11 -0.61
O -0.29 -0.48 0.30
Si 1.04 0.23 1.12
S 1.11 2.10 0.27
O 0.52 0.21 2.67
C 1.22 0.24 3.93
C 2.27 1.34 3.90
C 1.84 -1.12 4.20
C 0.16 0.56 4.97
O 2.37 -0.71 1.02
C 3.56 -0.78 0.21
C 3.18 -0.77 -1.26
C 4.45 0.40 0.55
C 4.22 -2.09 0.59
H -2.55 -2.39 1.94
H -2.60 -0.67 1.61
H -1.39 -1.29 2.72
H -0.49 -3.74 1.19
H 0.65 -2.54 1.82
H 0.70 -2.98 0.11
H -2.24 -3.09 -0.46
H -1.11 -2.17 -1.48
H -2.56 -1.40 -0.82
H 3.03 1.12 3.14
H 2.77 1.42 4.87
H 1.81 2.30 3.65
H 2.55 -1.38 3.41
H 1.07 -1.89 4.26
H 2.38 -1.10 5.16
H -0.31 1.52 4.74
H 0.60 0.62 5.97
H -0.61 -0.21 4.97
H 2.78 0.20 -1.55
H 2.43 -1.54 -1.46
H 4.07 -0.99 -1.87
H 3.95 1.34 0.32
H 5.38 0.34 -0.02
H 4.71 0.39 1.61
H 3.58 -2.93 0.33
H 4.42 -2.12 1.67
H 5.18 -2.20 0.07
N -5.30 4.09 -3.01
C -4.88 4.13 -1.92
N -4.47 4.17 -0.66
C -3.78 3.28 -0.05
N -3.14 2.54 0.60
Br -3.48 0.95 -2.50
C -2.90 -0.22 -3.85
C -3.88 -0.84 -4.60
C -3.52 -1.71 -5.62
C -2.18 -1.96 -5.87
C -1.20 -1.33 -5.12
C -1.55 -0.45 -4.11
I -0.04 0.45 -3.02
H -4.93 -0.62 -4.40
H -4.29 -2.19 -6.21
H -1.89 -2.64 -6.67
H -0.15 -1.52 -5.33
Cl -1.16 3.70 -2.05
C -1.20 5.44 -1.58
Cl -1.96 6.42 -2.81
H -0.18 5.75 -1.45
H -1.77 5.51 -0.66
*
```

Values from the calculation:
E_tot in eV: -174161.5730
Energy relative to the best compared isomer or geometry (same formula, charge and spin) in kcal per mole: 14.2
⟨S²⟩: 15.760

Computed Mulliken charges, given in elementary charges: 0.077, -1.469, 1.583, -1.562, -1.583, 0.377, 0.302, -0.624, -0.150, 1.678, -1.397, -1.272, -1.794, 0.126, 1.633, -1.275, -1.623, -1.661, 0.455, 0.356, 0.114, 0.553, 0.136, 0.275, 0.478, 0.340, 0.300, 0.061, 0.508, 0.329, 0.011, 0.278, 0.523, 0.375, 0.424, 0.357, 0.121, 0.279, 0.521, 0.275, 0.484, 0.331, 0.354, 0.356, 0.425, -0.557, 0.589, -0.701, 0.560, -0.616, -0.048, 0.727, -0.714, -0.513, -0.628, -0.437, -0.090, 0.357, 0.433, 0.369, 0.373, 0.414, 0.053, -0.489, -0.132, 0.409, 0.255

***

Entry 5:
The molecule C21H20ClN3O5S2, computed with ωB97M-V/def2-TZVPD.

Structure (ORCA input):
```
! RIJCOSX wB97M-V def2-TZVPD def2/J DEFGRID3
* xyz 0 1
C -1.26 3.50 2.82
O -0.55 3.93 1.68
C 0.77 3.58 1.58
C 1.48 2.90 2.56
C 2.79 2.54 2.34
C 3.42 2.86 1.14
N 4.71 2.36 0.90
S 4.73 0.68 0.71
O 6.01 0.33 0.18
O 4.31 0.07 1.93
C 3.41 0.49 -0.50
C 2.14 0.26 0.00
C 1.04 0.28 -0.87
N -0.27 0.12 -0.44
C -0.76 0.18 0.82
O -0.13 0.39 1.83
C -2.28 -0.04 0.84
N -2.67 -1.35 0.37
C -2.75 -1.66 -0.94
O -2.44 -0.86 -1.82
C -3.21 -3.01 -1.26
C -3.35 -3.53 -2.52
C -3.81 -4.86 -2.52
C -4.03 -5.36 -1.27
C -4.50 -6.71 -0.88
S -3.66 -4.18 -0.05
C 1.26 0.47 -2.23
C 2.53 0.69 -2.72
C 3.61 0.74 -1.85
Cl 5.17 1.13 -2.44
C 2.72 3.59 0.18
C 1.41 3.96 0.41
H -1.20 2.41 2.93
H -2.30 3.79 2.64
H -0.90 3.99 3.73
H 1.02 2.61 3.49
H 3.34 1.98 3.07
H 5.19 2.80 0.12
H 2.02 0.10 1.05
H -0.96 -0.03 -1.18
H -2.65 0.10 1.86
H -2.74 0.71 0.18
H -2.83 -2.07 1.06
H -3.13 -2.96 -3.40
H -3.98 -5.43 -3.41
H -5.43 -6.65 -0.32
H -4.67 -7.31 -1.77
H -3.77 -7.21 -0.26
H 0.41 0.45 -2.91
H 2.69 0.86 -3.78
H 3.21 3.86 -0.75
H 0.86 4.51 -0.34
*
```

Values from the calculation:
E_tot in eV: -71002.9013
SMILES string: COc1ccc(NS(=O)(=O)c2cc(NC(=O)CNC(=O)c3ccc(C)s3)ccc2Cl)cc1

Computed Mulliken charges, given in elementary charges: -0.783, -0.465, 0.667, -0.091, -0.322, -0.500, -0.277, 1.170, -0.672, -0.635, -0.425, 0.139, -0.022, 0.189, 0.766, -0.585, -1.265, -0.018, 0.749, -0.827, 0.100, -0.654, -0.476, 0.582, -1.188, -0.308, -0.540, -0.863, 0.249, -0.179, -0.182, -0.844, 0.262, 0.234, 0.352, 0.391, 0.431, 0.457, 0.709, 0.199, 0.392, 0.285, 0.269, 0.474, 0.395, 0.314, 0.337, 0.316, 0.466, 0.450, 0.348, 0.429